{
  "formula": "C23H28BF3O2",
  "method": "ωB97M-V with the def2-TZVPD basis set",
  "homo_lumo_gap_ev": 4.544,
  "lumo_ev": -2.33,
  "e_tot_ev": -37224.515,
  "elements": ["F", "F", "F", "O", "O", "C", "C", "C", "C", "C", "C", "C", "C", "C", "C", "C", "C", "C", "C", "C", "C", "C", "C", "C", "C", "C", "C", "C", "B", "H", "H", "H", "H", "H", "H", "H", "H", "H", "H", "H", "H", "H", "H", "H", "H", "H", "H", "H", "H", "H", "H", "H", "H", "H", "H", "H", "H"],
  "coordinates": [[-6.1996, 0.6998, -2.3002], [-6.2545, 1.2645, -0.1832], [-5.9609, -0.8407, -0.7490], [0.8454, -0.6993, -0.6074], [0.8907, 1.3243, 0.5949], [-0.1340, -3.5862, 2.3665], [2.5029, -1.7323, 0.7112], [-0.8303, -3.1456, 1.2285], [2.8270, 0.8540, 1.9251], [0.3767, -1.4242, 3.4857], [-1.3613, 0.6133, -0.6687], [0.2816, 1.2651, -2.4421], [-0.4570, 2.2633, -3.1209], [2.2006, -0.5721, -0.2193], [-3.5331, 1.6471, -0.3349], [0.7753, 2.5942, -2.2787], [2.2619, 0.8889, 0.5174], [-3.3382, -0.2479, -1.8156], [3.0920, 1.8969, -0.2457], [0.4029, -2.8293, 3.3703], [0.0157, -0.4694, 2.5857], [-2.1324, 1.6763, -0.1900], [-4.1293, 0.6307, -1.0762], [-1.9432, -0.2144, -1.6495], [-0.7366, -0.5707, 1.3015], [-5.6316, 0.4488, -1.0796], [3.1178, -0.6947, -1.4288], [-1.0136, -1.8989, 0.7547], [0.0882, 0.2220, 0.2103], [0.7758, 0.3206, -2.6821], [0.1568, 0.5728, 2.9270], [2.2908, 0.1509, 2.5719], [-1.5176, -1.8522, -0.2132], [4.1548, 1.6163, -0.2165], [-1.7068, -0.0920, 1.5294], [0.8360, -3.3582, 4.2167], [2.9813, 2.8755, 0.2292], [-3.8017, -0.9764, -2.4821], [2.7753, 2.0003, -1.2838], [2.9071, 0.0462, -2.2072], [-1.6527, 2.4834, 0.3671], [0.7568, -1.0416, 4.4411], [1.7810, -1.7672, 1.5333], [3.8968, 0.6007, 1.9150], [2.9886, -1.6881, -1.8745], [0.5738, 3.0391, -1.3036], [1.6568, 3.0018, -2.7877], [4.1668, -0.6089, -1.1141], [2.7150, 1.8592, 2.3520], [3.5224, -1.6784, 1.1149], [-0.4405, 2.4100, -4.2030], [2.3988, -2.6711, 0.1555], [-1.3934, 2.5004, -2.6371], [-1.3263, -0.8807, -2.2571], [-1.2674, -3.9467, 0.6153], [-0.0979, -4.6777, 2.4793], [-4.1530, 2.3983, 0.1522]]
}

---

{
  "formula": "C23H28BF4IN2O5PSV",
  "method": "ωB97M-V with the def2-TZVPD basis set",
  "homo_lumo_gap_ev": [6.254, 6.883],
  "lumo_ev": [-4.55, -3.91],
  "spin_multiplicity": 2,
  "total_charge": 1,
  "s2": 0.768,
  "e_tot_ev": -102985.590,
  "elements": ["I", "V", "S", "P", "F", "F", "F", "F", "O", "O", "O", "O", "O", "N", "N", "C", "C", "C", "C", "C", "C", "C", "C", "C", "C", "C", "C", "C", "C", "C", "C", "C", "C", "C", "C", "C", "C", "C", "B", "H", "H", "H", "H", "H", "H", "H", "H", "H", "H", "H", "H", "H", "H", "H", "H", "H", "H", "H", "H", "H", "H", "H", "H", "H", "H", "H", "H"],
  "coordinates": [[2.4804, 0.1042, 1.8773], [0.2805, 0.0284, 0.0926], [1.5318, -2.0598, -2.1847], [-0.6630, -2.1762, 3.1038], [-2.8151, 0.4233, 1.5530], [-2.3123, 2.6327, 1.9054], [-1.7261, 1.0481, 3.4588], [-0.5312, 1.1251, 1.3800], [-0.2937, -1.5760, 1.7557], [0.9793, -1.0353, -1.0469], [1.0613, -1.5318, -3.4176], [1.1647, -3.3694, -1.7506], [2.1659, -2.9753, 1.0002], [-1.6214, -2.0642, -0.6523], [-1.4185, 0.6351, -1.0805], [2.1283, 4.1289, -1.6286], [2.4002, 3.7989, -0.2786], [-2.7994, 1.8158, -3.1871], [3.3935, 4.3464, 1.8617], [-1.6399, 1.9355, -1.1154], [3.2590, -1.8050, -1.9760], [2.5666, 2.1418, 1.4632], [3.1976, 3.0148, 2.2964], [-2.0270, -1.5699, -1.8725], [-0.1719, -3.9032, 3.1921], [-2.0141, -0.1579, -2.0367], [0.1334, -1.3592, 4.4879], [1.3521, 1.6091, -0.6586], [1.1801, 1.9427, -1.9759], [-3.0404, -0.4224, -4.2343], [2.0784, 2.5007, 0.1835], [-2.4099, -2.3533, -2.9345], [-2.3759, 2.5652, -2.1294], [3.0315, 4.7149, 0.6003], [1.5878, 3.2017, -2.4710], [-2.4307, -2.1532, 3.4018], [-2.6178, 0.4151, -3.1753], [-2.8855, -1.7748, -4.1244], [-2.0774, 1.3522, 2.1992], [-3.1844, -2.4232, -4.9354], [3.5721, 2.7002, 3.2597], [-2.0081, -1.6245, 0.1698], [3.8730, 5.0520, 2.5249], [-3.2947, 2.2752, -4.0325], [3.4602, -1.6740, -0.9165], [-2.8063, -1.1356, 3.3456], [-0.1533, -1.8473, 5.4191], [1.2158, -1.4269, 4.3783], [-2.3839, -3.4301, -2.8379], [-3.4850, 0.0225, -5.1129], [1.4276, 3.4383, -3.5140], [-1.1817, 2.5284, -0.3356], [-0.1625, -0.3122, 4.5187], [-0.4739, -4.3321, 4.1460], [2.3905, 5.1152, -1.9869], [0.9077, -3.9961, 3.0871], [-0.6500, -4.4626, 2.3884], [-2.9349, -2.7620, 2.6502], [1.9967, -3.6106, 0.2922], [-2.6460, -2.5634, 4.3872], [-1.5362, -3.0639, -0.5750], [-2.5329, 3.6319, -2.0806], [0.6784, 1.2622, -2.6561], [3.2346, 5.7155, 0.2442], [1.2763, -2.6289, 1.1892], [3.5530, -0.9356, -2.5565], [3.7460, -2.7059, -2.3424]]
}

---

{
  "formula": "C23H28BN2OSr",
  "method": "ωB97M-V with the def2-TZVPD basis set",
  "homo_lumo_gap_ev": 6.459,
  "lumo_ev": 2.53,
  "total_charge": -1,
  "e_tot_ev": -30846.917,
  "elements": ["Sr", "O", "N", "N", "C", "C", "C", "C", "C", "C", "C", "C", "C", "C", "C", "C", "C", "C", "C", "C", "C", "C", "C", "C", "C", "C", "C", "B", "H", "H", "H", "H", "H", "H", "H", "H", "H", "H", "H", "H", "H", "H", "H", "H", "H", "H", "H", "H", "H", "H", "H", "H", "H", "H", "H", "H"],
  "coordinates": [[-1.6201, -3.0741, 0.7212], [1.9794, -0.1048, -0.7623], [-0.6450, -5.5290, 1.2078], [3.4198, 1.5537, -0.9562], [-2.6158, -2.3653, -2.0742], [1.9153, 1.8636, -2.8966], [-3.0980, -0.5741, -0.7153], [2.7882, 0.6608, 1.3688], [1.5079, 1.1745, 2.1429], [0.3285, 0.2119, 2.1193], [0.0336, 1.6724, -4.4223], [-1.7175, -5.7544, 1.6221], [1.1860, 1.1299, -3.8446], [1.1498, 2.5692, 1.5624], [-1.5471, -1.4410, -2.1578], [1.3685, 3.0382, -2.3831], [-1.8430, -0.3391, -1.3130], [-0.9888, 0.5440, 1.7103], [3.2676, 1.4015, -2.3779], [-1.8870, -0.3123, 2.3822], [2.6773, 0.7126, -0.1742], [-0.4358, 2.9336, -4.0106], [0.2466, -0.9716, 2.9039], [-1.1336, -1.2525, 3.1559], [1.8795, 1.3755, 3.6410], [-3.5878, -1.8360, -1.1703], [0.2012, 3.5804, -2.9382], [-3.2085, -5.8652, 2.1314], [2.1507, 0.4298, 4.1307], [3.3364, 0.3287, -2.5463], [2.9750, -0.3874, 1.6859], [4.1076, 1.8905, -2.8807], [-2.7603, -3.2716, -2.6742], [-1.2374, 0.5630, -1.2567], [-1.5565, -1.9263, 3.9109], [2.7090, 2.0893, 3.7755], [4.0752, 2.2163, -0.5887], [1.1008, -1.4571, 3.4038], [-1.2392, 1.3825, 1.0744], [2.0327, 3.2379, 1.6214], [1.8879, 3.5631, -1.5778], [-4.5694, -2.2725, -0.9646], [1.5472, 0.1522, -4.1614], [1.0018, 1.7860, 4.1743], [3.6589, 1.2604, 1.6926], [-3.7698, -4.8410, 1.6718], [-0.2216, 4.5028, -2.5364], [-3.6725, -6.9447, 1.7314], [-0.5160, 1.1232, -5.1840], [-1.3244, 3.3834, -4.4874], [-3.1754, -5.8249, 3.3663], [-3.6446, 0.1313, -0.0791], [-2.9740, -0.1785, 2.4270], [0.3342, 3.0222, 2.1546], [-0.7119, -1.4589, -2.8577], [0.8340, 2.4977, 0.5015]]
}

---

{
  "formula": "C23H28Cl2N6SSiW",
  "method": "ωB97M-V with the def2-TZVPD basis set",
  "homo_lumo_gap_ev": [6.849, 6.771],
  "lumo_ev": [-7.26, -7.51],
  "spin_multiplicity": 3,
  "total_charge": 2,
  "s2": 2.033,
  "e_tot_ev": -78817.500,
  "elements": ["W", "Cl", "Cl", "S", "Si", "N", "N", "N", "N", "N", "N", "C", "C", "C", "C", "C", "C", "C", "C", "C", "C", "C", "C", "C", "C", "C", "C", "C", "C", "C", "C", "C", "C", "C", "H", "H", "H", "H", "H", "H", "H", "H", "H", "H", "H", "H", "H", "H", "H", "H", "H", "H", "H", "H", "H", "H", "H", "H", "H", "H", "H", "H"],
  "coordinates": [[0.6569, 0.5636, -0.7828], [3.0014, 0.9925, 3.3405], [2.9734, 1.6379, 0.4730], [0.2525, 2.8516, -1.3543], [-1.9585, -1.3381, -2.3650], [0.8531, -0.9409, 0.7037], [-1.3969, 2.2680, 0.7413], [-0.5418, 1.2333, 0.8605], [1.7857, -0.0290, -2.6002], [-1.9178, 4.1213, -0.5300], [-0.3394, -0.5106, -2.1069], [-2.4281, 0.7967, 3.4785], [1.4865, -2.1332, 0.5768], [0.7044, -0.7817, -2.9923], [-2.3121, 1.8472, 5.6155], [-1.1158, 3.1007, -0.2666], [-2.8984, -0.5586, -1.0520], [-1.5244, -3.1202, -2.0019], [4.0555, 0.7283, -2.9524], [1.2783, -2.6200, 2.9400], [1.9548, -1.8971, -4.6232], [2.9364, -0.1356, -3.2933], [-2.6365, -1.0917, -4.0818], [0.6150, -1.3990, 3.1108], [-1.0694, 0.9489, 3.3002], [1.6691, -2.9887, 1.6419], [0.3581, -0.6500, 1.9768], [-0.3651, 1.6828, 4.2296], [0.7426, -1.7075, -3.9750], [-3.0539, 1.2122, 4.6333], [2.7076, 2.2739, 2.0947], [-0.4199, 0.5999, 2.0183], [-0.9678, 2.1012, 5.4250], [3.0426, -1.0201, -4.3732], [-2.8617, 0.5339, -1.2021], [-0.5986, -3.2338, -1.3665], [0.2731, -1.1239, 4.0687], [-3.9226, -0.8843, -1.0354], [-2.5367, -0.8092, -0.0514], [2.2123, -3.9311, 1.4650], [3.3814, 3.1164, 2.2589], [4.4214, 0.4764, -1.9820], [4.9606, 0.6176, -3.5384], [-2.8455, 2.2162, 6.4881], [-0.3939, 2.5905, 6.1830], [-1.3829, -3.7583, -2.9147], [1.6752, 2.7032, 2.1744], [-4.1539, 1.1091, 4.8010], [-0.0527, -2.3889, -4.1055], [-3.4795, -1.7639, -4.2161], [1.4315, -3.3524, 3.7199], [1.6695, -2.4882, -0.4469], [1.9481, -2.6508, -5.3486], [-2.5461, 4.3489, 0.2473], [3.7605, 1.7833, -3.0474], [-1.6393, 4.8149, -1.1976], [-2.9597, -0.0710, -4.3058], [-1.8167, -1.4225, -4.6996], [0.6745, 1.9099, 3.9868], [-2.9674, 0.3151, 2.7204], [3.9843, -1.1030, -4.9012], [-2.3631, -3.5921, -1.5643]]
}